The following is a quantum chemistry calculation of a structure of composition C35H39FeN2P2, from the Open Molecules 2025 dataset.

Results
- 2S+1: 1
- Gap between HOMO and LUMO (alpha / beta): 0.2471 / 0.2493 Eh
- Charge: +1
- E_LUMO (alpha / beta): -2.871 / -2.936 eV

```
79
Properties=species:S:1:pos:R:3:forces:R:3
Fe -0.110 -0.415 0.255 -0.79 -0.36 1.08
N 1.712 -0.161 -0.629 0.14 -0.33 -0.13
C 2.569 1.041 -0.663 0.12 0.18 -0.14
C 2.123 2.036 -1.726 0.21 -0.10 0.12
N 0.868 2.677 -1.352 -0.13 0.12 0.02
H 2.223 -0.888 -0.132 -0.03 -0.02 -0.04
H 1.609 -0.505 -1.586 0.03 0.01 0.08
H 3.602 0.741 -0.866 -0.04 0.06 -0.01
H 2.557 1.500 0.328 -0.01 0.03 -0.04
H 1.972 1.509 -2.672 -0.01 -0.04 0.00
H 2.939 2.749 -1.897 -0.02 -0.05 0.03
H 0.487 3.187 -2.140 -0.02 0.00 0.02
H 1.039 3.369 -0.629 -0.01 0.00 -0.02
C -1.691 2.012 1.835 -0.15 0.12 0.11
C -1.768 1.466 0.402 -0.05 0.12 -0.42
P -2.562 -0.229 0.253 0.45 0.07 0.04
C -1.802 -0.904 -1.253 0.28 0.55 -0.30
C -1.864 -2.329 -1.446 -2.43 0.98 -1.22
C -1.912 -2.729 -2.816 0.34 -0.21 0.32
C -1.294 -1.958 -3.761 0.19 -0.02 -0.29
C -0.789 -0.688 -3.443 0.02 -0.31 -0.43
C -1.164 -0.130 -2.244 -0.16 0.11 0.82
C -4.280 0.159 -0.191 0.00 -0.04 0.17
C -5.197 0.329 0.843 0.01 0.00 0.00
C -6.508 0.676 0.556 -0.03 0.00 -0.02
C -6.908 0.830 -0.763 -0.02 0.01 0.02
C -5.999 0.641 -1.793 -0.05 0.01 -0.06
C -4.685 0.310 -1.512 0.05 0.00 -0.03
C -0.263 1.958 2.396 0.03 0.03 0.09
P 0.382 0.233 2.359 -0.17 0.01 -0.04
C 2.146 0.324 2.774 -0.08 0.14 0.00
C 2.760 1.475 3.260 -0.02 -0.02 -0.05
C 4.126 1.489 3.502 0.01 0.01 0.01
C 4.884 0.352 3.271 0.06 0.03 0.02
C 4.277 -0.802 2.798 0.04 -0.06 -0.01
C 2.916 -0.815 2.548 -0.05 -0.04 -0.02
C -0.405 -0.478 3.846 0.21 0.10 0.06
C 0.178 -0.252 5.093 0.04 0.00 -0.05
C -0.438 -0.699 6.250 0.01 0.01 0.00
C -1.644 -1.375 6.173 -0.07 -0.04 -0.02
C -2.228 -1.608 4.938 -0.02 -0.02 0.05
C -1.611 -1.167 3.778 -0.04 -0.01 -0.15
H -2.370 1.474 2.502 -0.01 -0.04 0.02
H -2.022 3.053 1.844 0.01 -0.06 0.02
H -0.737 1.514 -0.004 0.08 -0.12 -0.21
H -2.286 2.142 -0.286 -0.03 0.03 0.12
H -2.570 -2.847 -0.803 0.46 -0.25 0.32
H -2.293 -3.708 -3.069 -0.06 -0.04 -0.02
H -1.215 -2.319 -4.778 0.01 -0.01 -0.05
H -0.285 -0.086 -4.185 0.02 -0.02 -0.09
H -1.007 0.933 -2.101 -0.02 0.02 0.11
H -4.891 0.181 1.870 0.03 -0.01 0.06
H -7.216 0.812 1.361 -0.03 0.00 0.02
H -7.932 1.088 -0.989 -0.05 0.01 -0.01
H -6.315 0.749 -2.822 -0.02 0.01 -0.02
H -3.977 0.159 -2.316 0.03 -0.01 -0.05
H -0.231 2.361 3.412 0.02 -0.02 -0.03
H 0.391 2.569 1.766 0.02 0.01 0.00
H 2.181 2.368 3.453 -0.05 0.05 0.00
H 4.595 2.386 3.877 0.02 0.04 0.02
H 5.947 0.361 3.464 0.04 0.01 0.00
H 4.863 -1.693 2.625 0.03 -0.04 0.00
H 2.443 -1.721 2.187 -0.04 -0.06 -0.04
H 1.125 0.266 5.165 0.06 0.04 0.01
H 0.026 -0.523 7.209 0.04 0.02 0.06
H -2.124 -1.727 7.075 -0.03 -0.02 0.04
H -3.163 -2.145 4.873 -0.06 -0.04 0.00
H -2.060 -1.373 2.816 -0.01 0.01 -0.01
C 0.053 -5.159 0.224 -0.08 -0.14 -0.42
C 0.042 -4.560 1.470 0.04 -0.16 0.39
C 0.049 -3.184 1.599 -0.08 0.50 0.36
C -0.016 -2.345 0.492 0.10 0.38 0.32
C -0.165 -2.963 -0.764 3.14 -0.54 0.00
C 0.009 -4.353 -0.890 -0.53 -0.55 0.01
H 0.132 -6.232 0.143 -0.03 -0.08 -0.08
H 0.067 -5.182 2.354 0.04 -0.02 0.12
H 0.125 -2.773 2.600 -0.02 0.00 -0.03
H 0.402 -2.430 -1.544 -0.91 0.16 -0.41
H 0.040 -4.786 -1.881 0.03 -0.08 -0.10
```
Forces are in eV/Å.